No. 1
# C7H11N6

The ion C7H11N6 with charge +1 (ωB97M-V with the def2-TZVPD basis set, the Open Molecules 2025 dataset).

```
24
Properties=species:S:1:pos:R:3:forces:R:3
N 0.6600 1.1114 1.5162 -0.7 -1.3 1.1
N -0.9632 0.4460 -0.9404 -0.2 -0.2 0.3
N 1.3234 -1.3749 0.0453 1.8 2.8 0.0
N 0.0567 -1.5001 0.0071 -1.1 -1.4 0.1
N 2.0561 -0.4187 0.4492 0.0 -1.7 -1.1
N -2.0624 -0.9096 0.6387 1.3 1.8 -1.9
C -0.9090 -0.6205 -0.0898 -2.0 1.6 0.1
C -3.1675 -0.1511 0.5801 0.9 -1.7 0.5
C -3.2348 0.8712 -0.2606 -1.2 1.3 -0.3
C -2.0872 1.1594 -1.0308 0.2 1.1 -1.6
C 2.1202 -2.4455 -0.4826 -0.5 -4.4 -1.3
C 2.2837 1.8920 -0.1446 1.9 -1.2 -1.0
C 1.5828 0.8420 0.7025 -0.6 3.9 0.9
H -2.0668 -1.6260 1.2797 0.5 -2.1 1.6
H 3.1463 -2.1634 -0.7064 -0.3 0.3 0.4
H -2.1053 2.0311 -1.8436 0.2 -2.0 2.0
H -3.9602 -0.4887 1.2121 -0.4 0.0 0.3
H 1.6608 -2.9123 -1.4404 0.4 1.4 1.5
H 3.4117 1.6031 -0.3124 -2.1 0.8 0.5
H -4.2360 1.3166 -0.1658 0.9 0.7 -1.0
H 2.0644 -3.3452 0.2081 0.3 1.3 -0.5
H 0.4720 2.0810 1.7912 0.5 -0.3 -0.8
H 2.1501 2.9829 0.0917 0.0 -1.4 0.1
H 1.8042 1.6193 -1.1045 0.3 0.8 -0.1
```
Forces are in eV/Å.

Summary:
E_tot = -16367.741 eV
strongest force on any atom = 4.62 eV/Å
energy above the lowest of the compared OMol25 structures with the same formula, charge and spin = 368.8 kJ/mol
gap between HOMO and LUMO = 8.706 eV
charge = +1

Atomic partial charges in e from the Löwdin method, atoms 1 to 2: 0.163, 0.148

---

No. 2
# C31H28N

A cluster of 2 separate species, C31H28N in total (ωB97M-V with the def2-TZVPD basis set, the Open Molecules 2025 dataset).

```
60
Properties=species:S:1:pos:R:3:forces:R:3
N 0.6117 -3.4500 -1.3765 -0.2 -0.8 -0.2
C -0.5490 -6.8748 -1.3885 -0.3 0.3 0.0
C -3.1720 2.7821 -1.9538 0.2 0.0 0.2
C -4.5151 3.1206 -1.9870 0.3 -0.1 0.0
C -4.3454 4.0705 0.2302 0.4 0.0 0.1
C 2.7153 -6.3887 -1.4266 0.2 0.5 0.0
C -0.5512 -1.4643 -0.6387 1.0 -0.2 -0.5
C -5.1185 3.7661 -0.8960 0.1 -0.1 -0.2
C -2.5531 -5.4888 -1.3923 0.6 0.3 0.0
C 3.1337 -3.5625 -1.4404 0.3 -0.3 0.0
C -1.9440 -6.7543 -1.3880 0.2 0.1 0.0
C 0.4494 -2.0874 -1.3065 -0.4 1.0 1.0
C 4.4309 4.1219 4.9646 0.1 0.1 0.3
C -1.7856 -4.3025 -1.3789 -0.4 -0.4 0.1
C 1.4454 3.7816 2.6563 0.2 -0.1 -0.1
C -3.0027 3.7378 0.2789 0.0 -0.1 -0.2
C -0.4075 -4.4290 -1.3377 0.8 -0.8 -0.3
C 1.8588 -4.1042 -1.4298 -0.4 -0.7 0.1
C 4.0104 -5.8516 -1.4432 -0.2 0.0 0.0
C -0.9823 2.7261 -0.7756 0.3 0.3 0.2
C 0.2154 -5.7153 -1.3734 -0.8 0.6 0.1
C 3.5939 3.7889 3.7731 0.1 -0.1 -0.2
C -6.5688 4.1212 -0.9331 -0.3 0.1 0.1
C 1.2067 2.7637 0.3901 -0.4 0.1 -0.1
C 2.2297 4.1028 3.7517 -0.3 0.0 -0.3
C -0.1388 3.0903 0.2695 -0.1 0.1 0.1
C 2.0038 3.1209 1.5193 0.3 0.3 0.7
C -2.3666 3.0763 -0.8157 -0.7 0.2 0.1
C 3.3970 2.8240 1.5590 -0.3 0.0 -0.1
C 4.2214 -4.4597 -1.4517 -0.6 0.1 0.0
C 1.6382 -5.5072 -1.4140 0.6 0.6 0.0
C 4.1680 3.1516 2.6619 -0.1 -0.1 -0.2
H -4.8154 4.5735 1.0780 0.2 -0.2 -0.3
H 1.2744 -1.5204 -1.7604 -0.5 -0.2 0.1
H 3.8285 4.6130 5.7331 0.1 -0.1 -0.1
H -2.7037 2.2811 -2.8033 -0.2 0.1 0.2
H -0.5583 2.1785 -1.6197 -0.2 0.0 0.1
H -1.3039 -2.0118 -0.0737 0.2 0.3 -0.2
H 1.6784 2.2108 -0.4246 0.0 0.0 0.2
H -5.1240 2.8871 -2.8629 0.3 0.0 0.2
H -0.5665 3.7044 1.0596 0.1 -0.3 -0.3
H 3.2498 -2.4801 -1.4416 0.3 -0.3 0.0
H 2.5142 -7.4609 -1.4237 0.3 0.3 0.0
H -6.7993 4.7955 -1.7663 0.1 -0.1 0.1
H -2.5613 -7.6545 -1.3876 0.2 0.3 0.0
H -6.8658 4.6154 -0.0042 0.0 -0.1 -0.2
H -0.5280 -0.3767 -0.5898 -0.2 -0.3 -0.1
H 4.8784 3.2232 5.4058 -0.1 0.1 -0.1
H 1.7863 4.6026 4.6157 0.1 -0.2 -0.3
H -7.1987 3.2330 -1.0622 0.2 0.1 0.0
H 5.2394 -4.0701 -1.4687 -0.3 -0.1 0.0
H 4.8708 -6.5225 -1.4513 -0.2 0.2 0.0
H 5.2601 4.7898 4.7026 -0.2 -0.1 0.0
H -2.2362 -3.3127 -1.3963 -0.1 -0.4 0.0
H 3.8442 2.3278 0.6957 -0.1 0.1 0.3
H -2.4376 3.9823 1.1774 -0.2 -0.1 -0.3
H -0.0342 -7.8351 -1.3977 -0.3 0.1 0.0
H -3.6397 -5.4264 -1.4018 0.2 0.0 0.0
H 0.3854 4.0328 2.6784 0.4 -0.1 0.1
H 5.2336 2.9141 2.6822 -0.3 0.0 -0.1
```
Forces are in eV/Å.

Summary:
E_tot = -34084.531 eV
strongest force on any atom = 1.44 eV/Å
energy above the lowest of the compared OMol25 structures with the same formula, charge and spin = 128.0 kJ/mol
gap between HOMO and LUMO = 3.977 eV
charge = +1

Atomic partial charges in e from the Löwdin method, atoms 1 to 2: -0.004, -0.014

---

No. 3
# C2H2CdFLiO2

A structure of composition C2H2CdFLiO2 (ωB97M-V with the def2-TZVPD basis set, the Open Molecules 2025 dataset).

```
9
Properties=species:S:1:pos:R:3:forces:R:3
Cd -0.5896 -0.4457 1.5823 4.1 -3.5 0.9
F 2.1666 0.4720 0.4874 -0.8 -0.6 0.3
O -1.2793 1.2268 0.8647 -2.3 3.9 -1.7
O -2.3578 0.2097 1.1947 -3.1 0.6 -0.4
C 1.1195 -0.4432 0.2741 1.6 -1.1 0.2
C 1.5664 -1.7082 0.0730 0.2 0.4 -0.2
Li -2.5493 0.9345 -0.4510 0.5 0.1 0.7
H 2.6115 -1.9893 0.2555 -0.2 0.2 -0.7
H 0.9028 -2.4288 -0.4111 0.0 0.0 0.8
```
Forces are in eV/Å.

Summary:
E_tot = -13681.983 eV
strongest force on any atom = 5.47 eV/Å
energy above the lowest of the compared OMol25 structures with the same formula, charge and spin = 0.0 kJ/mol
gap between HOMO and LUMO = 7.469 eV

Atomic partial charges in e from the Löwdin method, atoms 1 to 2: 1.303, -0.140

---

No. 4
# C34H40N2NbO12

A structure of composition C34H40N2NbO12 (ωB97M-V with the def2-TZVPD basis set, the Open Molecules 2025 dataset).

```
89
Properties=species:S:1:pos:R:3:forces:R:3
Nb -1.9895 -0.6646 -2.6221 0.4 0.9 -2.1
O 2.2098 -1.4696 2.5138 0.0 0.0 0.4
O -6.1022 9.6492 -3.2396 0.0 0.0 0.0
O 5.8368 -9.0247 9.7207 0.0 0.0 0.0
O 3.8455 -6.4677 3.0555 0.0 0.0 0.0
O -5.7852 -0.7188 -2.5887 -0.1 0.2 -0.1
O 4.3087 -0.0631 -2.3195 0.1 0.0 0.0
O 4.0790 -4.5320 7.5388 0.0 0.0 0.0
O 0.5202 -1.8814 -0.8552 0.0 0.1 -0.1
O 4.3201 1.8239 2.6262 0.0 0.0 0.0
O -3.4418 5.3593 -1.6462 0.1 0.1 0.2
O -0.1487 -1.5529 0.3728 0.4 -0.3 0.0
O -4.0818 -2.2381 -5.3880 -0.4 -1.2 -0.2
N -5.3316 2.6927 -1.2609 -0.1 0.0 -0.2
N -2.0230 -1.3716 -4.6136 0.0 -0.8 0.8
C 3.1310 0.1876 -0.2931 0.0 0.0 0.0
C 3.1274 0.6655 0.9499 0.1 0.3 -0.1
C -5.4932 8.6647 -2.8750 0.0 0.0 0.0
C 0.9418 0.1702 -3.3591 -0.1 0.3 -0.1
C -3.0430 -1.9433 -4.9475 0.2 1.9 -0.3
C 5.4357 -7.9974 9.2189 0.0 0.0 0.0
C -5.0238 0.2737 -1.8926 0.1 -0.1 0.1
C -0.4059 0.8739 -3.1122 0.2 0.1 0.5
C 4.1999 -5.8896 9.4549 0.0 0.0 0.0
C -3.8396 0.6531 -2.7713 0.2 -1.0 0.9
C 2.5855 -2.6107 2.6500 -0.1 -0.2 -0.2
C -4.0473 6.3386 -2.0100 -0.1 0.0 -0.1
C 3.2077 -3.0859 3.9118 0.0 0.0 0.0
C -5.5327 6.3874 -1.9614 0.0 0.0 0.0
C -6.2006 7.4662 -2.3605 0.0 0.0 0.0
C 4.6420 -7.0167 10.0040 0.0 0.0 0.0
C 3.4662 -5.3201 2.9268 0.0 0.0 -0.1
C 2.8420 -4.8442 1.6688 0.0 0.0 0.1
C -1.3187 4.2040 -3.5233 0.4 0.0 -0.1
C -4.0100 8.6152 -2.9304 0.0 0.0 0.0
C -0.5114 -2.2447 -1.8113 -1.1 -0.1 1.0
C -0.7480 1.7981 -4.3021 0.3 -0.3 -0.1
C 3.6167 -4.3448 4.0357 0.0 0.0 0.0
C -0.2692 3.2416 -4.1152 -0.2 0.3 0.0
C -5.9828 1.3939 -1.4516 -0.1 -0.1 0.3
C 4.4831 -5.5619 8.0338 0.0 0.0 0.0
C 5.4654 1.6007 0.5886 0.0 0.0 0.0
C 4.3020 0.3775 -1.1905 -0.2 0.0 0.1
C 5.7166 -7.6702 7.7976 0.0 0.0 0.0
C -3.3393 7.5381 -2.5325 0.0 0.0 0.0
C 5.4655 1.1341 -0.6556 0.0 0.0 0.0
C 2.4309 -3.5852 1.5378 0.0 0.0 -0.1
C 5.2754 -6.5429 7.2475 0.0 0.0 0.0
C 4.3000 1.3954 1.4904 0.0 0.0 0.0
H -4.6255 -0.1874 -0.9860 0.0 0.1 0.1
H -7.2812 7.5269 -2.3355 0.0 0.0 0.0
H -6.8017 1.4726 -2.1684 0.2 0.2 -0.2
H 6.2945 -8.4006 7.2461 0.0 0.0 0.0
H 6.3017 1.2656 -1.3313 0.0 0.0 0.0
H -6.1793 -1.3026 -1.9395 0.0 -0.2 0.1
H 1.6058 0.7924 -3.9718 0.1 0.0 0.0
H -1.5128 5.0260 -4.2153 -0.2 0.0 -0.1
H -0.9500 4.6717 -2.6121 -0.2 -0.1 0.2
H -2.2573 3.7009 -3.3042 -0.1 0.0 0.1
H 0.0725 3.6417 -5.0725 0.0 0.0 -0.1
H -6.4399 1.0470 -0.5128 -0.1 -0.1 0.0
H 4.0681 -4.7171 4.9461 0.0 0.0 0.0
H -1.8089 1.7675 -4.5691 -0.1 0.2 0.0
H -0.1519 -0.5878 0.3460 -0.3 0.1 -0.2
H -3.2368 -2.0049 -2.2670 0.1 -0.1 0.3
H -3.5040 1.6741 -2.5788 0.0 0.1 -0.2
H 4.4503 -7.2781 11.0369 0.0 0.0 0.0
H 0.0048 -2.7036 -2.6599 0.3 0.3 -0.1
H 2.7420 -5.5755 0.8769 0.0 0.0 0.0
H 0.6034 3.2414 -3.4581 0.1 -0.1 -0.1
H 2.2901 0.5517 1.6232 0.1 0.0 -0.1
H -4.1421 0.5194 -3.8158 0.1 0.2 -0.1
H 3.3050 -2.3575 4.7070 0.0 0.0 0.0
H -4.4399 2.5744 -0.7956 0.1 0.0 0.0
H 1.4655 -0.0218 -2.4313 0.0 -0.2 0.0
H 0.7975 -0.7772 -3.8819 0.2 0.0 -0.1
H -1.0792 -3.0483 -1.3351 0.0 -0.1 -0.1
H 3.6192 -5.1594 10.0040 0.0 0.0 0.0
H -6.0190 5.4945 -1.5909 0.0 0.0 0.0
H -2.2589 7.4738 -2.5645 0.0 0.0 0.0
H 2.2903 -0.3579 -0.7097 0.1 -0.1 0.1
H 6.3015 2.1458 1.0088 0.0 0.0 0.0
H 5.4669 -6.2890 6.2124 0.0 0.0 0.0
H 1.9645 -3.2057 0.6342 -0.1 0.1 0.0
H -5.8994 3.2777 -0.6619 0.0 0.0 0.1
H -0.2739 1.5236 -2.2337 -0.1 0.0 0.1
H -0.2077 1.4025 -5.1670 -0.2 -0.2 -0.1
H -3.5193 9.5016 -3.3122 0.0 0.0 0.0
H -2.1403 -0.1811 -0.8751 -0.1 -0.1 0.0
```
Forces are in eV/Å.

Summary:
E_tot = -64996.507 eV
strongest force on any atom = 2.36 eV/Å
gap between HOMO and LUMO = 3.939 eV
charge = -1

Atomic partial charges in e from the Löwdin method, atoms 1 to 2: 1.529, 0.098